The following is a quantum chemistry calculation of a molecular structure, C17H23Cl7N5RhSe, from the OMol25 dataset.

XYZ file:
```
54
Properties=species:S:1:pos:R:3
Rh 0.06895 0.54003 0.86483
Cl -0.23706 0.09237 3.73381
C 0.72129 1.55637 4.03094
Cl 0.89292 2.42806 2.48906
H 1.70427 1.27409 4.38906
H 0.20193 2.19787 4.73278
Cl -3.18901 -0.90765 -0.09888
C -1.90679 -1.97079 0.34659
C -0.70304 -1.43763 0.77304
C 0.30375 -2.32160 1.12192
Cl 1.78623 -1.60467 1.65314
C 0.16297 -3.69677 1.05152
Cl 1.45762 -4.73461 1.46462
C -1.06599 -4.21581 0.62534
Cl -1.29199 -5.90353 0.54835
C -2.10686 -3.34849 0.26619
Cl -3.59768 -3.98777 -0.27381
C -3.77595 1.63192 -2.58521
N -3.98796 1.88191 -1.16552
C -5.21092 1.93075 -0.54987
C -4.99016 2.16929 0.76577
N -3.63530 2.27304 0.93580
C -2.95047 2.55388 2.17930
C -3.02471 2.08239 -0.24970
Se -1.19128 2.18080 -0.60770
H -4.59437 2.06704 -3.15195
H -3.73381 0.56030 -2.77818
H -2.84344 2.08611 -2.90367
H -6.13712 1.79983 -1.08188
H -5.68652 2.28672 1.57783
H -3.68494 2.76497 2.95167
H -2.29764 3.41717 2.05980
H -2.35883 1.68982 2.47886
C 2.69023 -2.04761 -1.98756
N 2.22237 -0.66975 -1.85049
C 0.94352 -0.39238 -2.47035
C 2.70621 0.12345 -0.85001
N 1.95640 0.98361 -0.17379
N 4.02977 0.03244 -0.61482
C 4.60679 0.54375 0.61927
C 4.98721 -0.27838 -1.67065
H 1.85317 -2.73532 -1.83928
H 3.44720 -2.27534 -1.24301
H 3.09514 -2.21854 -2.98562
H 0.80279 -1.07656 -3.30323
H 0.90529 0.63573 -2.82696
H 0.11112 -0.53810 -1.77620
H 2.50747 1.62557 0.37934
H 3.89810 0.45453 1.44171
H 4.91909 1.58781 0.52147
H 5.48553 -0.05197 0.86037
H 4.49695 -0.30162 -2.63934
H 5.48345 -1.23397 -1.49212
H 5.75409 0.49723 -1.69256
```

Values from the calculation:
**Electronic energy**: -6668.10901 a.u.
**ΔE to the lowest compared entry with this formula, charge and spin**: 22.3 kJ/mol
**Multiplicity**: 1
**Orbital gap (spin up / spin down)**: 6.2 / 6.2 eV
**F_max**: 2.05 eV/A
**Charge**: +2